{"formula": "C32H34N10O4PTb", "method": "ωB97M-V/def2-TZVPD", "symbols": ["Tb", "C", "N", "C", "C", "N", "C", "C", "C", "C", "C", "C", "N", "C", "N", "C", "C", "C", "C", "C", "C", "N", "H", "H", "H", "H", "H", "H", "H", "H", "H", "H", "H", "H", "H", "H", "H", "N", "C", "C", "N", "C", "C", "N", "C", "C", "N", "H", "H", "H", "H", "H", "H", "O", "C", "C", "C", "C", "C", "C", "C", "O", "N", "O", "O", "H", "H", "H", "H", "C", "P", "C", "C", "H", "H", "H", "H", "H", "H", "H", "H", "H"], "positions_angstrom": [[0.3545, -0.5056, -0.6005], [-0.3155, 1.0695, -3.5086], [-1.0951, 0.4452, -2.4127], [-1.9854, 1.3490, -1.7128], [-1.1193, 2.3288, -0.9565], [0.0349, 1.9538, -0.3997], [0.5550, 3.1127, 0.1509], [1.7560, 3.3237, 0.8243], [1.9890, 4.6216, 1.3196], [1.0243, 5.6496, 1.2495], [-0.1822, 5.4567, 0.5418], [-0.3990, 4.1586, 0.0450], [-1.4637, 3.6100, -0.7015], [1.2042, 1.0483, -3.2580], [1.7651, 0.4768, -2.1890], [3.1597, 0.5649, -2.4242], [4.1694, 0.0655, -1.5947], [5.4623, 0.2693, -2.0934], [5.7074, 0.6499, -3.3872], [4.6722, 1.0729, -4.2267], [3.4218, 1.1715, -3.6728], [2.1122, 1.4212, -4.2063], [-0.4327, 0.5041, -4.4597], [-0.6087, 2.1418, -3.6696], [-1.6342, -0.3248, -2.7908], [-2.6385, 1.9253, -2.3438], [-2.6017, 0.8098, -0.9429], [2.4544, 2.5091, 0.9669], [2.8901, 4.9740, 1.8066], [1.1489, 6.5391, 1.7746], [-0.8990, 6.2539, 0.3562], [-2.3150, 4.0964, -1.0649], [4.0300, -0.3120, -0.5864], [6.3146, 0.1482, -1.4288], [6.7061, 0.7369, -3.8042], [4.7941, 1.3404, -5.2966], [1.9142, 1.9995, -5.0202], [3.5455, -2.6237, 1.9934], [3.9110, -3.3408, 0.8618], [3.1064, -2.9071, -0.1488], [2.2937, -1.8633, 0.3170], [2.5928, -1.7369, 1.6387], [1.8586, -0.8696, 2.4938], [0.8624, -0.0668, 2.0627], [0.5874, 0.8020, 3.1685], [1.3782, 0.4443, 4.2373], [2.1616, -0.6135, 3.8230], [3.8990, -2.7610, 2.9279], [4.7964, -3.9461, 0.8287], [3.1057, -3.1705, -1.2060], [-0.1026, 1.6359, 3.1200], [1.4478, 0.8676, 5.1968], [2.9435, -1.0787, 4.3203], [0.4892, -2.2479, -1.9747], [-0.1322, -3.3851, -1.9984], [-1.2946, -3.7154, -1.2682], [-1.9211, -4.8939, -1.6953], [-2.7938, -5.5100, -0.8243], [-3.2834, -4.8303, 0.3141], [-2.8618, -3.5513, 0.5600], [-1.8105, -2.9625, -0.1319], [-1.4029, -1.7437, 0.1584], [-3.2092, -6.8721, -1.0680], [-4.0241, -7.3762, -0.2978], [-2.7149, -7.4169, -2.0443], [0.2634, -4.2683, -2.5566], [-1.6704, -5.4865, -2.6038], [-4.0354, -5.3248, 0.9482], [-3.3312, -2.9728, 1.3331], [-4.1730, 2.9450, 3.2267], [-3.7006, 1.5717, 2.1140], [-5.4210, 0.8038, 1.9957], [-2.9287, 0.2726, 3.2292], [-4.4491, 2.4152, 4.1575], [-5.0877, 3.3908, 2.8084], [-3.3821, 3.6743, 3.4496], [-5.7465, 0.5645, 3.0336], [-5.3878, -0.0641, 1.3272], [-6.1563, 1.5116, 1.5707], [-3.6231, -0.2535, 3.8728], [-2.1268, 0.7897, 3.8396], [-2.4221, -0.4911, 2.6062]], "forces_ev_per_a": [[-0.29, -0.06, 2.25], [0.98, 0.64, -0.49], [0.35, -0.38, -0.69], [0.01, 0.67, 1.68], [-0.05, -0.42, 0.70], [-1.22, 0.51, -1.02], [-0.60, 0.77, 1.04], [0.19, 1.12, 0.24], [-0.63, 0.12, 0.09], [-1.52, -2.18, -1.69], [0.61, -0.78, 0.20], [0.32, 0.44, -0.47], [0.02, 0.34, -0.35], [0.12, -0.89, 0.30], [0.59, 1.24, -2.19], [-0.50, -0.48, 0.78], [0.71, 1.25, -0.76], [0.01, -0.57, 1.36], [-0.20, 1.07, -1.66], [0.27, 0.59, -1.08], [-1.91, -1.46, 0.64], [0.54, 0.26, 0.83], [-0.31, 0.45, 0.59], [-0.01, -0.98, 0.04], [-0.03, -0.07, -0.06], [-0.51, 0.02, -0.54], [0.40, 0.23, -0.78], [0.15, 0.12, -0.10], [0.25, -0.82, 0.08], [0.55, 1.50, 0.50], [0.11, -0.15, 0.32], [1.29, -0.69, 0.66], [-0.22, 0.08, -0.33], [-0.14, -0.40, -0.15], [-0.01, -0.26, 0.35], [0.33, -0.12, 0.93], [0.04, -0.35, 0.30], [-0.01, 0.19, -0.53], [-0.14, 0.42, -0.02], [-0.22, 1.13, 0.16], [0.65, -0.71, 1.52], [-0.30, -1.43, -2.19], [-1.36, 2.13, 1.72], [1.18, 0.34, 1.38], [0.91, -1.42, -0.70], [-0.33, -0.40, -1.76], [0.50, -0.54, -1.20], [0.13, -0.11, -0.17], [-0.13, -0.40, 0.17], [0.04, 0.02, 0.49], [0.04, -0.37, -0.18], [0.09, 0.29, 0.94], [-1.09, 0.80, -0.25], [-0.97, -3.04, -0.45], [0.92, 1.73, 0.10], [-0.10, 0.83, -0.06], [-0.06, -2.07, 0.77], [-0.07, 1.08, 0.33], [-0.26, -0.53, -0.35], [-0.35, -0.14, 0.79], [0.34, 1.00, -1.37], [0.42, -0.85, -0.57], [-0.87, -0.98, -0.29], [0.94, 0.49, -0.74], [-0.35, -0.01, 0.54], [0.11, 1.08, -0.20], [0.19, 0.77, 0.76], [0.44, 0.31, -0.42], [-0.01, 0.11, 0.37], [-0.16, -0.75, 0.84], [-0.48, -0.88, -0.61], [0.28, 0.58, 0.23], [1.21, 0.85, -0.17], [-0.06, 0.64, -0.09], [0.49, 0.16, 0.19], [-0.35, -0.18, -0.26], [0.10, -0.15, -0.80], [-0.08, -0.02, 0.42], [0.45, -0.22, 0.15], [-0.25, 0.18, 0.28], [-0.94, -0.72, -0.49], [-0.19, 0.45, 0.19]], "homo_lumo_gap_ev": [6.96, 7.07], "s_squared": 12.61, "total_charge": 2, "multiplicity": 7, "de_lowest_kj_mol": 58.30}